{
  "formula": "C20H39INO15P",
  "method": "the ωB97M-V functional and the def2-TZVPD basis",
  "elements": ["C", "C", "C", "C", "C", "C", "O", "O", "C", "C", "C", "O", "C", "N", "C", "I", "P", "O", "O", "O", "H", "H", "H", "H", "H", "H", "H", "H", "H", "H", "H", "H", "H", "H", "H", "H", "H", "H", "H", "H", "H", "C", "O", "C", "O", "O", "C", "H", "H", "H", "H", "H", "H", "C", "O", "C", "O", "O", "C", "H", "H", "H", "H", "H", "H", "C", "O", "C", "O", "O", "C", "H", "H", "H", "H", "H", "H"],
  "coordinates": [[1.333706, -0.379444, -0.403351], [-0.200891, -0.270730, -0.334136], [-0.864299, -0.180093, -1.705556], [-2.329867, -0.622351, -1.582354], [-0.640338, 1.158985, -2.409239], [-1.117863, 1.329600, -3.842496], [-1.715809, 0.573499, -4.578826], [-0.650569, 2.585416, -4.186159], [-1.028657, 3.402096, -3.076108], [-0.496551, 4.795071, -3.069347], [-0.998397, 5.609649, -4.255631], [-2.395615, 5.405318, -4.458566], [-0.275662, 5.272490, -5.578249], [0.102533, 6.470271, -6.347580], [-0.941236, 2.517994, -1.746745], [0.507036, 3.213387, -0.302521], [-2.575247, 2.867631, -0.996023], [-2.906620, 4.297032, -1.051813], [-2.565408, 2.421146, 0.548642], [-3.700909, 2.032693, -1.747377], [1.841218, 0.355153, 0.208515], [1.644592, -1.372527, -0.100260], [1.673436, -0.271962, -1.431115], [-0.554504, -1.203786, 0.098211], [-0.534599, 0.510854, 0.340912], [-0.366864, -0.928455, -2.320617], [-2.906300, -0.334045, -2.453370], [-2.780364, -0.210204, -0.683421], [-2.341896, -1.704965, -1.529063], [0.442182, 1.204657, -2.556296], [-2.109146, 3.491596, -3.217017], [0.591929, 4.807772, -3.068324], [-0.834500, 5.255484, -2.147495], [-0.841217, 6.669283, -4.061262], [-2.875349, 6.212413, -4.283747], [-0.958418, 4.699813, -6.193284], [0.644088, 4.727384, -5.397040], [-0.683810, 7.100666, -6.418871], [0.864548, 6.934766, -5.876200], [-2.469209, 3.258980, 1.017444], [-4.332536, 1.683110, -1.108627], [-8.596124, -0.358877, 2.902563], [-7.645833, 0.647749, 3.256381], [-6.444165, 0.481673, 2.708828], [-6.122570, -0.413296, 1.971867], [-5.661614, 1.477823, 3.111992], [-4.328828, 1.415771, 2.593206], [-9.521180, -0.104814, 3.411325], [-8.767661, -0.365213, 1.827986], [-8.260412, -1.338754, 3.236146], [-4.338916, 1.463287, 1.516871], [-3.832144, 0.506150, 2.927775], [-3.794926, 2.275170, 2.986816], [1.604797, -2.157371, 5.136388], [2.206549, -1.890477, 3.867934], [3.527703, -2.058657, 3.843828], [4.212427, -2.405177, 4.768552], [3.954782, -1.777908, 2.614267], [5.366167, -1.916971, 2.439581], [0.539415, -1.984008, 5.017164], [1.769141, -3.192289, 5.430178], [1.995454, -1.483792, 5.896476], [5.679049, -2.943837, 2.622203], [5.902084, -1.234952, 3.096763], [5.593843, -1.662538, 1.408611], [8.143542, -8.023236, 1.023811], [7.586182, -6.923303, 1.745313], [6.279119, -7.029040, 1.976559], [5.573742, -7.939701, 1.636245], [5.890137, -5.948163, 2.650822], [4.497937, -5.925464, 2.969254], [9.202087, -7.812003, 0.904963], [8.022758, -8.949598, 1.581786], [7.682682, -8.112124, 0.042027], [4.230417, -6.768096, 3.603572], [3.895493, -5.929532, 2.062467], [4.306246, -5.004078, 3.513841]],
  "forces_ev_per_a": [[-0.32, -0.01, -0.15], [0.51, -0.53, -0.10], [-0.85, 0.05, 0.15], [0.38, 0.15, -0.34], [0.51, -0.62, 0.94], [-0.42, -0.84, -0.99], [1.38, 1.43, 1.28], [-0.18, -0.47, -0.30], [-1.31, -0.17, 0.58], [0.31, 0.10, -0.20], [-0.01, -0.25, -0.57], [-0.08, -0.18, -0.05], [0.04, 1.06, -0.03], [0.03, -0.54, -0.01], [-0.46, 0.13, -1.07], [0.07, -0.07, -0.29], [-0.42, 1.37, 0.34], [0.52, 0.38, 0.01], [0.14, -0.68, -0.68], [0.65, -0.56, 0.35], [0.14, 0.08, 0.10], [0.16, -0.10, 0.20], [0.16, 0.20, -0.13], [-0.22, -0.07, 0.15], [-0.07, 0.23, 0.00], [0.07, 0.01, -0.29], [-0.14, 0.03, -0.07], [-0.15, -0.04, 0.13], [-0.14, -0.20, 0.23], [0.17, 0.03, -0.09], [-0.08, 0.42, -0.06], [0.18, -0.04, 0.04], [-0.13, 0.00, 0.18], [0.25, 0.09, 0.19], [-0.12, 0.14, 0.19], [0.02, -0.40, 0.03], [0.00, -0.32, -0.02], [0.01, 0.16, -0.04], [-0.02, 0.30, -0.01], [-0.03, 0.09, 0.30], [-0.27, -0.22, -0.13], [-0.22, -0.10, 0.01], [-0.05, 0.02, 0.04], [-0.09, 0.06, 0.04], [0.04, -0.08, -0.09], [0.13, 0.10, 0.12], [-0.03, -0.10, 0.31], [0.07, 0.12, 0.06], [0.09, -0.06, -0.02], [0.06, -0.01, -0.09], [-0.07, -0.12, -0.12], [-0.03, -0.05, -0.10], [-0.17, 0.08, 0.08], [-0.19, -0.01, 0.14], [-0.10, 0.01, 0.00], [-0.08, 0.08, -0.18], [0.06, -0.08, 0.10], [-0.01, 0.01, -0.10], [0.33, -0.04, -0.11], [0.02, 0.03, -0.14], [0.10, 0.02, 0.04], [0.09, -0.07, 0.02], [0.01, 0.02, 0.13], [-0.01, -0.09, 0.10], [-0.24, 0.05, -0.04], [0.19, -0.11, -0.10], [0.08, 0.03, -0.01], [0.07, 0.08, 0.03], [-0.08, -0.10, -0.04], [-0.02, 0.14, 0.07], [-0.31, 0.15, 0.10], [-0.02, 0.13, 0.07], [-0.10, -0.01, -0.04], [-0.09, -0.06, 0.04], [0.02, -0.09, -0.10], [0.02, -0.14, -0.02], [0.24, 0.04, 0.01]],
  "orbital_gap_ev": 8.897,
  "homo_energy_ev": -9.08,
  "total_energy_ha": -2607.97225
}

---

{
  "formula": "C20H24N2",
  "method": "the ωB97M-V functional and the def2-TZVPD basis",
  "elements": ["N", "C", "C", "C", "C", "C", "C", "C", "C", "C", "C", "C", "N", "C", "C", "C", "C", "C", "C", "C", "C", "C", "H", "H", "H", "H", "H", "H", "H", "H", "H", "H", "H", "H", "H", "H", "H", "H", "H", "H", "H", "H", "H", "H", "H", "H"],
  "coordinates": [[-0.452413, 4.249148, -0.887253], [0.642113, -2.433650, 2.134468], [0.201445, -1.106271, 2.074785], [0.713479, 3.637074, -0.982722], [-3.956089, 3.726295, -0.168303], [-3.959338, 2.379560, 0.104485], [0.835342, 2.287920, -0.724599], [-2.729833, 4.339715, -0.487232], [-2.760050, 1.608471, 0.013064], [-0.291450, 1.519579, -0.413415], [-1.538152, 3.607691, -0.557903], [-1.545290, 2.233199, -0.300790], [0.569840, -0.608778, -1.367213], [-0.892707, -0.622369, 2.951997], [2.161740, -1.933097, -2.497218], [0.218031, -3.002542, -1.368578], [1.704260, -2.976753, 1.183553], [1.274176, -1.881723, -1.240044], [2.266960, -0.626043, 0.746126], [2.173175, -1.958464, 0.060242], [-0.056777, 0.011409, -0.170410], [0.842592, -0.126189, 1.107077], [0.261781, -3.117734, 2.863837], [1.561269, 4.184891, -1.338376], [-4.868323, 4.323414, -0.097611], [-4.911429, 1.898277, 0.404620], [1.818387, 1.856133, -0.818062], [-2.713904, 5.439687, -0.771420], [-2.825163, 0.521646, 0.223925], [-0.024846, -0.534389, -2.177948], [-1.723299, -0.157953, 2.418844], [-1.251084, -1.457557, 3.566683], [-0.437668, 0.124275, 3.644146], [1.586041, -1.930641, -3.420508], [2.867646, -1.092273, -2.547850], [2.754478, -2.845252, -2.546670], [0.718983, -3.939010, -1.314314], [-0.324149, -2.958856, -2.328483], [-0.502340, -2.924151, -0.570757], [1.353308, -3.893602, 0.755844], [2.561393, -3.248013, 1.768387], [2.759301, 0.050500, 0.076136], [2.864135, -0.713261, 1.656422], [3.148049, -2.297071, -0.245699], [-1.011771, -0.467528, 0.006510], [0.918151, 0.854286, 1.582224]],
  "forces_ev_per_a": [[2.95, 2.07, -1.06], [-0.14, 3.48, -1.42], [1.24, -3.36, -0.26], [-1.75, 0.35, 0.10], [1.63, 1.87, -0.35], [0.91, -2.70, 0.34], [-0.78, -1.44, 0.21], [-2.27, 1.31, -0.28], [-2.46, 0.22, 0.58], [0.90, 0.59, -0.36], [-1.23, -0.41, 0.45], [0.76, -2.06, 0.01], [0.62, 1.70, 1.61], [0.58, 0.19, 1.10], [0.65, -0.12, 0.10], [0.39, 0.53, -0.12], [-0.55, 1.31, -0.40], [-0.69, -0.13, -0.99], [-0.62, 0.46, -0.01], [-1.51, -1.14, 0.77], [0.08, 0.60, -0.65], [0.26, -1.01, -0.22], [-0.43, -0.23, 0.32], [0.32, 0.53, 0.04], [0.32, -0.22, -0.10], [0.79, 0.16, -0.29], [0.00, -0.38, -0.02], [0.18, -1.58, 0.54], [0.15, 0.90, -0.19], [-0.02, -0.23, -0.01], [0.04, 0.04, -0.03], [-0.16, 0.29, -0.14], [-0.59, -0.20, -0.34], [-0.32, 0.19, 0.02], [-0.26, -0.10, 0.19], [0.06, -0.21, 0.20], [0.17, -1.10, 0.03], [0.34, 0.19, 0.29], [-0.30, -0.09, 0.38], [-0.27, -0.60, -0.32], [0.74, -0.13, 0.34], [0.26, 0.70, -0.24], [-0.02, 0.06, -0.01], [0.45, -0.07, -0.23], [-0.35, -0.11, 0.38], [-0.07, -0.09, 0.06]],
  "orbital_gap_ev": 8.322,
  "homo_energy_ev": -8.17,
  "total_energy_ha": -885.99268
}